Record 1
Entry from the Open Molecules 2025 dataset: the ion C2H6BrN2O with charge +1 in a non-equilibrium geometry (ωB97M-V/def2-TZVPD).

XYZ file:
```
12
Properties=species:S:1:pos:R:3:forces:R:3
H 1.102 1.067 -1.276 0.3 -0.2 0.6
N 0.658 0.178 -1.096 -0.6 0.8 0.2
N -0.620 -1.347 0.050 -1.5 2.2 -3.3
H 0.053 -0.148 -1.785 -1.0 0.0 -1.9
H -0.595 -1.956 0.778 -0.2 -2.1 2.5
H -1.454 -1.311 -0.560 1.0 -0.1 0.6
O 1.143 -0.654 1.057 -0.5 1.5 0.1
H 2.244 0.923 1.982 -0.4 0.7 -1.0
C 0.365 -0.470 -0.002 1.6 -1.7 1.8
Br 3.405 0.063 -0.237 1.3 0.7 -0.2
H 2.868 -0.620 1.989 0.4 -0.7 0.4
C 2.373 0.058 1.337 -0.3 -1.2 0.2
```
Positions in Å, forces in eV/Å.

Computed properties:
E_HOMO in eV: -14.61
Frontier orbital gap in eV: 11.13
Energy relative to the best compared isomer or geometry (same formula, charge and spin) in kJ/mol: 0.0
Net charge: +1
E_LUMO in eV: -3.477
SMILES: NC(=[NH2+])OCBr
Largest force on an atom in eV Å⁻¹: 4.26
E in eV: -77234.190
Spin multiplicity: 1



Record 2
Entry from the Open Molecules 2025 dataset: a cluster of 2 separate species, C2H6BrNO in total in a non-equilibrium geometry (ωB97M-V/def2-TZVPD).

XYZ file:
```
11
Properties=species:S:1:pos:R:3:forces:R:3
O 3.172 -1.841 -0.908 -2.8 0.8 0.1
C -0.403 -0.759 -1.103 -3.0 -0.7 2.9
H 0.916 -0.344 1.846 -1.2 -0.6 -1.0
H -0.077 -0.744 -2.044 1.2 -0.2 -3.9
N 0.372 -0.324 -0.239 1.9 0.8 0.9
C 0.016 -0.184 1.165 3.8 2.5 -0.6
H 2.389 -1.130 -1.011 2.0 -2.2 0.7
Br 2.351 -3.411 -0.220 0.6 1.6 -0.6
H -0.791 -0.770 1.300 -2.9 -1.8 1.5
H -0.134 0.900 1.347 -0.5 -0.6 -0.2
H -1.460 -1.148 -0.944 1.0 0.5 0.2
```
Positions in Å, forces in eV/Å.

Computed properties:
E_HOMO in eV: -9.94
Frontier orbital gap in eV: 9.48
Energy relative to the best compared isomer or geometry (same formula, charge and spin) in kJ/mol: 193.7
E_LUMO in eV: -0.453
SMILES: C=NC.OBr
Largest force on an atom in eV Å⁻¹: 4.59
E in eV: -75748.271
Spin multiplicity: 1